A structure of composition C43H43CuN2OP. Source: the Open Molecules 2025 dataset; level of theory: the ωB97M-V functional and the def2-TZVPD basis.

The total charge is 0. As for the gap between HOMO and LUMO (alpha / beta): 0.2276 / 0.2428 hartree. As for the LUMO energy (alpha / beta): -0.71 / -0.75 eV. As for the multiplicity: 2. As for the HOMO energy (alpha / beta): -6.90 / -7.36 eV.

Atoms and positions in Å:
1 Cu 0.654 -0.328 0.079
2 C 4.257 -0.743 -2.442
3 C 4.361 -1.544 -1.175
4 C 5.245 -2.606 -1.102
5 C 5.336 -3.383 0.039
6 C 4.493 -3.121 1.101
7 C 3.580 -2.076 1.061
8 C 2.705 -1.829 2.248
9 C 3.537 -1.251 -0.069
10 N 2.652 -0.186 -0.201
11 C 3.075 1.035 -0.279
12 C 4.469 1.445 0.104
13 C 2.159 2.052 -0.760
14 C 2.687 3.417 -1.104
15 N 0.945 1.679 -0.942
16 C -0.150 2.429 -1.292
17 C -0.603 3.534 -0.552
18 C 0.115 4.038 0.667
19 C -1.791 4.148 -0.931
20 C -2.533 3.684 -1.999
21 C -2.088 2.588 -2.720
22 C -0.905 1.958 -2.384
23 C -0.375 0.804 -3.178
24 H 4.532 -1.353 -3.300
25 H 4.932 0.112 -2.411
26 H 3.241 -0.375 -2.572
27 H 5.864 -2.824 -1.960
28 H 6.058 -4.183 0.098
29 H 4.545 -3.729 1.993
30 H 2.573 -2.754 2.805
31 H 1.726 -1.453 1.946
32 H 3.172 -1.098 2.910
33 H 5.001 0.609 0.555
34 H 4.432 2.266 0.818
35 H 5.035 1.790 -0.763
36 H 3.527 3.333 -1.792
37 H 3.027 3.958 -0.223
38 H 1.902 3.995 -1.583
39 H 0.912 3.366 0.965
40 H -0.574 4.122 1.508
41 H 0.534 5.027 0.480
42 H -2.128 5.014 -0.376
43 H -3.455 4.173 -2.272
44 H -2.674 2.213 -3.547
45 H -1.085 0.502 -3.946
46 H -0.164 -0.038 -2.510
47 H 0.566 1.074 -3.660
48 C -5.676 0.549 -1.941
49 C -5.638 0.964 -0.622
50 C -4.481 0.822 0.126
51 C -3.348 0.247 -0.440
52 C -3.396 -0.165 -1.770
53 C -4.550 -0.023 -2.514
54 P -1.752 -0.074 0.434
55 C -2.208 0.327 2.147
56 C -2.201 -0.609 3.175
57 C -2.521 -0.223 4.465
58 C -2.824 1.099 4.744
59 C -2.784 2.045 3.730
60 C -2.476 1.664 2.439
61 C -1.931 -1.896 0.360
62 C -3.099 -2.489 0.781
63 C -3.309 -3.859 0.602
64 C -2.354 -4.627 -0.002
65 C -1.143 -4.056 -0.440
66 C -0.146 -4.842 -1.052
67 C 1.003 -4.264 -1.506
68 C 1.215 -2.882 -1.352
69 C 0.309 -2.086 -0.705
70 C -0.912 -2.660 -0.257
71 H -6.581 0.665 -2.520
72 H -6.519 1.396 -0.164
73 H -4.478 1.133 1.161
74 H -2.521 -0.628 -2.205
75 H -4.579 -0.359 -3.542
76 H -1.939 -1.639 2.973
77 H -2.518 -0.960 5.256
78 H -3.079 1.400 5.750
79 H -2.979 3.085 3.954
80 H -2.420 2.399 1.646
81 H -3.868 -1.893 1.252
82 H -4.231 -4.302 0.949
83 H -2.515 -5.687 -0.153
84 H -0.318 -5.906 -1.163
85 H 1.766 -4.859 -1.985
86 H 2.130 -2.463 -1.738
87 C 1.134 1.248 2.578
88 O 0.338 0.596 1.675
89 H 1.408 0.597 3.423
90 H 0.593 2.110 2.994
91 H 2.075 1.611 2.126

***

A structure of composition C43H43F6N4P3PbS2Si. Source: the Open Molecules 2025 dataset; level of theory: the ωB97M-V functional and the def2-TZVPD basis.

The total charge is +1. As for the gap between HOMO and LUMO (alpha / beta): 0.2871 / 0.2180 hartree. As for the LUMO energy (alpha / beta): -2.54 / -4.39 eV. As for the multiplicity: 2. As for the relative energy (zero: lowest compared OMol25 entry of this formula, charge and spin): 63.3 kJ/mol. As for the HOMO energy (alpha / beta): -10.35 / -10.32 eV.

Atoms and positions in Å:
1 Pb 0.018 0.394 -0.386
2 S 1.924 -0.850 -2.241
3 P 2.360 -2.301 -0.938
4 C 1.398 -1.980 0.510
5 P 1.500 -2.875 1.988
6 S 2.241 -0.987 1.896
7 C 2.724 -4.101 2.415
8 C 2.457 -5.438 2.105
9 C 3.400 -6.410 2.394
10 C 4.601 -6.050 2.994
11 C 4.856 -4.725 3.319
12 C 3.919 -3.742 3.032
13 C -0.021 -3.073 2.882
14 C -0.325 -2.223 3.940
15 C -1.537 -2.370 4.597
16 C -2.433 -3.350 4.197
17 C -2.121 -4.206 3.149
18 C -0.914 -4.074 2.487
19 C 1.751 -3.893 -1.550
20 C 2.455 -4.562 -2.551
21 C 1.967 -5.754 -3.067
22 C 0.769 -6.279 -2.597
23 C 0.053 -5.607 -1.616
24 C 0.539 -4.414 -1.096
25 C 4.148 -2.466 -0.713
26 C 4.733 -3.694 -0.401
27 C 6.106 -3.787 -0.233
28 C 6.901 -2.656 -0.357
29 C 6.326 -1.431 -0.665
30 C 4.954 -1.335 -0.854
31 H 1.518 -5.718 1.639
32 H 3.197 -7.446 2.154
33 H 5.342 -6.810 3.210
34 H 5.786 -4.452 3.799
35 H 4.116 -2.710 3.285
36 H 0.362 -1.438 4.228
37 H -1.790 -1.700 5.407
38 H -3.389 -3.438 4.697
39 H -2.825 -4.970 2.843
40 H -0.670 -4.741 1.667
41 H 3.382 -4.147 -2.929
42 H 2.522 -6.275 -3.838
43 H 0.389 -7.208 -3.003
44 H -0.889 -6.009 -1.260
45 H -0.027 -3.881 -0.341
46 H 4.122 -4.583 -0.307
47 H 6.556 -4.747 -0.010
48 H 7.973 -2.734 -0.224
49 H 6.946 -0.550 -0.776
50 H 4.502 -0.391 -1.131
51 C -3.573 2.283 -0.657
52 C -2.516 3.062 0.060
53 C -2.897 4.217 0.809
54 C -1.958 4.911 1.540
55 C -0.647 4.479 1.521
56 C -0.291 3.335 0.740
57 N -1.277 2.649 0.030
58 N 0.925 2.850 0.635
59 Si 2.426 3.488 1.325
60 C 3.786 2.445 0.610
61 C 2.416 3.330 3.173
62 C 2.689 5.252 0.794
63 H -4.150 2.936 -1.316
64 H -4.256 1.851 0.077
65 H -3.141 1.471 -1.237
66 H -3.939 4.513 0.819
67 H -2.246 5.773 2.129
68 H 0.119 4.986 2.091
69 H 3.784 1.431 1.024
70 H 4.761 2.894 0.826
71 H 3.683 2.369 -0.479
72 H 2.221 2.294 3.469
73 H 1.658 3.959 3.649
74 H 3.394 3.620 3.566
75 H 2.542 5.361 -0.285
76 H 3.718 5.545 1.023
77 H 2.023 5.957 1.297
78 N -1.747 -1.330 -1.026
79 C -2.340 -1.138 -2.331
80 C -3.359 -1.925 -2.784
81 C -3.916 -1.742 -4.069
82 C -3.436 -0.768 -4.891
83 C -2.395 0.083 -4.449
84 C -1.863 1.115 -5.258
85 C -0.880 1.924 -4.774
86 C -0.430 1.713 -3.459
87 N -0.889 0.759 -2.684
88 C -1.855 -0.087 -3.157
89 H -2.465 -1.279 -0.300
90 H -1.319 -2.249 -0.956
91 H -3.744 -2.705 -2.136
92 H -4.724 -2.384 -4.394
93 H -3.841 -0.627 -5.886
94 H -2.249 1.247 -6.263
95 H -0.445 2.714 -5.371
96 H 0.332 2.361 -3.032
97 F -1.741 0.211 1.617
98 P -3.104 -0.451 2.303
99 F -4.419 -1.102 2.906
100 F -3.764 -0.491 0.789
101 F -3.684 1.039 2.485
102 F -2.392 -0.393 3.729
103 F -2.466 -1.911 2.010

***

A cluster of 9 separate species, C43H43FN8O3 in total. Source: the Open Molecules 2025 dataset; level of theory: the ωB97M-V functional and the def2-TZVPD basis.

The total charge is 0. As for the gap between HOMO and LUMO: 0.3603 hartree. As for the LUMO energy: 0.52 eV. As for the multiplicity: 1. The SMILES is O=C1OC[C@@H](F)O1.c1ccncc1.c1ccncc1.c1ccncc1.c1ccncc1.c1ccncc1.c1ccncc1.c1ccncc1.c1ccncc1. As for the HOMO energy: -9.28 eV.

Atoms and positions in Å:
1 O 2.795 -6.783 -1.138
2 C 2.764 -5.564 -1.273
3 O 3.261 -4.739 -0.326
4 C 2.960 -3.440 -0.714
5 C 2.584 -3.576 -2.182
6 F 3.749 -3.379 -2.927
7 O 2.283 -4.879 -2.353
8 H 2.172 -3.145 -0.103
9 H 3.821 -2.772 -0.541
10 H 1.810 -2.835 -2.608
11 C -1.943 2.681 -6.624
12 C -1.466 2.240 -5.431
13 C -0.684 3.028 -4.663
14 N -0.163 4.156 -5.090
15 C -0.507 4.516 -6.301
16 C -1.422 3.835 -7.114
17 H -2.705 2.153 -7.144
18 H -1.812 1.278 -5.073
19 H -0.372 2.710 -3.651
20 H 0.003 5.386 -6.721
21 H -1.566 4.242 -8.126
22 C 4.069 2.249 4.451
23 C 2.874 2.720 5.001
24 C 1.964 3.375 4.081
25 N 2.177 3.285 2.806
26 C 3.298 2.851 2.304
27 C 4.371 2.381 3.096
28 H 4.769 1.738 5.152
29 H 2.675 2.823 6.111
30 H 1.179 3.963 4.539
31 H 3.314 2.903 1.261
32 H 5.355 2.166 2.801
33 C 0.184 -0.702 -0.637
34 C 1.109 0.123 -1.271
35 C 0.787 0.419 -2.570
36 N -0.270 0.017 -3.257
37 C -1.146 -0.758 -2.556
38 C -0.970 -1.114 -1.250
39 H 0.338 -0.950 0.423
40 H 1.955 0.587 -0.842
41 H 1.523 0.978 -3.216
42 H -2.130 -0.983 -3.077
43 H -1.673 -1.808 -0.736
44 C -1.250 2.801 0.201
45 C -0.494 2.341 1.222
46 C -1.080 1.434 2.082
47 N -2.367 1.012 1.975
48 C -3.132 1.632 1.037
49 C -2.554 2.495 0.105
50 H -0.809 3.481 -0.467
51 H 0.591 2.636 1.304
52 H -0.578 1.076 2.939
53 H -4.150 1.362 1.000
54 H -3.071 2.839 -0.786
55 C -0.018 -6.577 0.064
56 C -0.925 -6.020 -0.798
57 C -1.331 -4.718 -0.585
58 N -0.810 -3.936 0.381
59 C 0.137 -4.459 1.162
60 C 0.531 -5.806 1.038
61 H 0.305 -7.644 0.106
62 H -1.350 -6.623 -1.627
63 H -1.976 -4.229 -1.379
64 H 0.512 -3.753 1.847
65 H 1.261 -6.235 1.775
66 C -5.105 -3.401 1.424
67 C -4.161 -2.528 0.964
68 C -4.457 -1.832 -0.181
69 N -5.639 -1.941 -0.799
70 C -6.564 -2.757 -0.307
71 C -6.368 -3.549 0.769
72 H -4.927 -4.128 2.231
73 H -3.166 -2.538 1.337
74 H -3.743 -1.187 -0.609
75 H -7.537 -2.799 -0.753
76 H -7.174 -4.245 1.055
77 C 0.570 6.384 -1.318
78 C 0.949 6.304 -0.019
79 C 1.668 5.172 0.370
80 N 2.137 4.194 -0.457
81 C 1.613 4.233 -1.685
82 C 0.875 5.318 -2.188
83 H 0.134 7.235 -1.771
84 H 0.756 7.131 0.645
85 H 2.060 5.090 1.395
86 H 1.873 3.445 -2.365
87 H 0.454 5.265 -3.249
88 C 1.805 -0.688 5.618
89 C 2.799 -0.828 4.692
90 C 2.474 -1.528 3.548
91 N 1.263 -1.944 3.224
92 C 0.273 -1.762 4.099
93 C 0.517 -1.182 5.333
94 H 1.899 -0.043 6.483
95 H 3.782 -0.462 4.771
96 H 3.191 -1.862 2.758
97 H -0.748 -2.044 3.860
98 H -0.261 -1.005 6.020

***

> Which value of multiplicity does entry 3 give?

1